# 1
Entry from the OMol25 dataset: a cluster of 4 separate species, C3H12O3 in total in a non-equilibrium geometry (ωB97M-V/def2-TZVPD).

Geometry (Å):
C 1.17521 2.39314 1.11547
C 0.11428 1.73171 0.63561
C -0.92752 2.39028 -0.20693
H 2.07792 1.98098 1.57208
H 1.08805 3.48150 1.23114
H 0.28633 0.66421 0.48718
H -0.95858 1.98049 -1.23820
H -1.96773 2.19270 0.06254
H -0.78154 3.44771 -0.39275
O 0.89972 -2.85454 -1.37997
H 1.75112 -2.46981 -1.59813
H 0.29984 -2.46152 -2.02250
O 0.12608 -0.03220 -2.64505
H 0.38770 0.41785 -1.83702
H -0.54009 0.42788 -3.16479
O -0.82739 -4.27963 3.41640
H -0.81840 -3.93286 2.52238
H -1.38499 -5.07788 3.44255

Cartesian forces (eV/Å) of the 3 atoms listed first:
-0.79 0.81 0.82
2.03 -0.01 -1.18
-1.04 -0.47 -1.03

Output
SMILES string: C=CC.O.O.O
Multiplicity: 1
DFT total energy (Eh): -347.1677
F_max (hartree/bohr): 0.0455
Net charge: 0
Gap between HOMO and LUMO (eV): 10.6

These are the Löwdin partial charges, in e, on atoms 1 to 4: -0.012 -0.240 -0.125 0.055

***

# 2
Entry from the OMol25 dataset: an isolated molecule of C7H18N2O2Si in a non-equilibrium geometry (ωB97M-V/def2-TZVPD).

Geometry (Å):
C -2.80026 -0.62453 1.22550
C -2.13974 0.01720 -0.02714
C -2.31849 1.53201 0.24489
C -2.88090 -0.60665 -1.26929
N -0.73877 -0.10427 0.08681
N -0.25334 -1.20591 0.05204
O -0.74932 -2.27684 0.05550
O 1.14162 -1.16280 0.04527
Si 2.40675 -0.01521 0.01289
C 1.95732 1.36236 1.36894
C 3.86789 -1.24233 0.28873
C 2.39725 0.69069 -1.79957
H -2.52285 -1.61952 1.26263
H -2.54835 -0.15837 2.06535
H -3.79856 -0.70415 1.23782
H -1.96496 1.78526 1.22868
H -3.36852 1.78673 -0.02373
H -1.68852 2.01507 -0.34553
H -2.23740 -0.71169 -2.08630
H -3.31640 -1.54003 -1.10024
H -3.58439 0.00834 -1.68889
H 1.03757 1.82427 0.92185
H 1.66453 0.79875 2.21841
H 2.84562 1.90842 1.50080
H 4.90594 -0.71638 0.17747
H 3.73236 -1.79674 1.13051
H 3.94809 -1.88287 -0.49113
H 1.66022 1.59895 -1.89241
H 3.32200 1.14675 -1.98385
H 2.02362 -0.10649 -2.41600

Cartesian forces (eV/Å) of the 3 atoms listed first:
2.00 -0.84 -3.19
-3.28 0.30 2.06
-3.25 -2.35 0.18

Output
SMILES string: CC(C)(C)/N=[N+](\[O-])O[Si](C)(C)C
Multiplicity: 1
DFT total energy (Eh): -826.8509
F_max (hartree/bohr): 0.1042
Net charge: 0
Gap between HOMO and LUMO (eV): 10.5

These are the Löwdin partial charges, in e, on atoms 1 to 4: -0.027 -0.500 -0.031 0.010